The following is a quantum chemistry calculation of a 3-piece molecular cluster, C4H13NO overall in a non-equilibrium geometry, from OMol25.

Results
E_tot = -7890.87789 eV
E_HOMO = -8.841 eV
frontier orbital gap = 8.159 eV

ORCA input file:
```
! RIJCOSX wB97M-V def2-TZVPD def2/J DEFGRID3
* xyz 0 1
C -0.068 1.297 0.590
N -0.719 0.999 -0.636
C -1.100 -0.405 -0.838
C -0.064 -1.204 -1.613
C 1.397 1.178 0.713
H -0.426 2.300 0.768
H -0.527 0.424 1.317
H -1.647 1.446 -0.603
H -0.633 -0.068 2.090
H -2.010 -0.378 -1.445
H 0.073 -0.762 -2.593
H 0.881 -1.245 -1.120
H -0.459 -2.185 -1.823
H 1.808 1.680 1.632
H 2.010 1.563 -0.116
H 1.510 0.077 0.776
H -1.230 -0.979 0.105
H 0.897 -2.128 1.451
O 0.326 -1.357 1.409
*
```



The following is a quantum chemistry calculation of C4H13NO2 as an isolated structure in a non-equilibrium geometry, from OMol25.

Results
<S²> = 0.75
E_tot = -9939.84343 eV
E_HOMO (alpha / beta) = 0.856 / -5.756 eV
frontier orbital gap (alpha / beta) = 3.184 / 9.679 eV

ORCA input file:
```
! RIJCOSX wB97M-V def2-TZVPD def2/J DEFGRID3
* xyz -1 2
C -1.651 0.474 -0.163
O -0.695 -0.382 0.419
C -1.990 0.193 -1.632
N -0.805 0.515 -2.476
H -1.574 1.571 -0.106
H -2.603 0.246 0.412
H 0.021 -0.927 1.909
H -2.188 -0.881 -1.733
H -2.867 0.842 -1.863
H -0.275 0.467 -0.292
H -0.765 1.511 -2.687
H -0.899 0.081 -3.398
C 1.719 -0.079 1.995
O 0.741 -0.940 2.594
C 2.411 -0.785 0.835
H 2.476 0.162 2.753
H 1.250 0.869 1.705
H 3.248 -0.207 0.439
H 1.680 -0.987 0.060
H 2.764 -1.743 1.230
*
```



The following is a quantum chemistry calculation of a 2-piece molecular cluster, C4H13NO2 overall in a non-equilibrium geometry, from OMol25.

Results
SMILES = CNCCCO.O
E_tot = -9940.39043 eV
E_HOMO = -8.771 eV
frontier orbital gap = 9.350 eV

ORCA input file:
```
! RIJCOSX wB97M-V def2-TZVPD def2/J DEFGRID3
* xyz 0 1
C 1.973 0.055 -1.550
N 1.231 -1.216 -1.573
C 0.128 -1.222 -0.639
C 0.284 -0.106 0.567
C -0.466 -0.566 1.775
O -1.142 0.456 2.565
H 2.838 -0.028 -2.169
H 1.520 1.029 -1.862
H 2.474 0.442 -0.678
H 1.809 -2.042 -1.533
H -0.787 -0.639 -1.153
H -0.071 -2.164 -0.259
H 1.304 -0.013 0.879
H -0.045 0.999 0.315
H 0.006 -1.111 2.586
H -1.329 -1.100 1.304
H -1.486 1.212 2.034
H -3.048 1.578 -0.751
H -2.216 2.332 0.069
O -2.977 2.101 0.074
*
```



The following is a quantum chemistry calculation of a 2-piece molecular cluster, C4H13NO2 overall in a non-equilibrium geometry, from OMol25.

Results
SMILES = CCCNCO.O
E_tot = -9942.84268 eV
E_HOMO = -9.113 eV
frontier orbital gap = 9.909 eV

ORCA input file:
```
! RIJCOSX wB97M-V def2-TZVPD def2/J DEFGRID3
* xyz 0 1
C -0.225 -0.533 -0.483
N 0.906 -0.068 0.320
C 1.568 1.172 0.293
O 0.856 2.274 0.876
C -1.580 -0.293 0.233
C -2.621 0.462 -0.629
H 0.029 -1.596 -0.626
H -0.237 -0.058 -1.456
H 0.818 -0.471 1.243
H 2.515 1.141 0.826
H 1.740 1.472 -0.766
H -0.091 2.191 0.776
H -2.068 -1.189 0.660
H -1.346 0.353 1.099
H -2.529 0.345 -1.714
H -2.847 1.472 -0.290
H -3.630 -0.020 -0.586
H 3.500 -1.667 0.117
H 2.161 -2.478 -0.101
O 3.079 -2.510 0.210
*
```



The following is a quantum chemistry calculation of a 3-piece molecular cluster, C4H13NO2 overall in a non-equilibrium geometry, from OMol25.

Results
SMILES = C=C(N)CC.O.O
E_tot = -9940.74404 eV
E_HOMO = -8.125 eV
frontier orbital gap = 8.867 eV

ORCA input file:
```
! RIJCOSX wB97M-V def2-TZVPD def2/J DEFGRID3
* xyz 0 1
C -0.470 1.740 -1.018
C -0.078 0.225 -1.294
C -0.861 -0.539 -0.293
C -1.766 -0.002 0.577
N -0.747 -1.921 -0.501
H -0.041 2.101 -0.083
H -1.539 2.058 -1.142
H 0.068 2.195 -1.833
H 0.980 0.160 -1.049
H -0.239 -0.063 -2.351
H -1.429 0.702 1.335
H -2.731 -0.498 0.580
H -0.417 -2.277 -1.431
H -1.476 -2.433 -0.060
H 2.524 -1.102 1.466
H 0.737 -1.477 0.742
O 1.738 -1.505 1.035
H 1.812 1.623 2.108
H 1.652 0.172 1.401
O 2.282 0.842 1.810
*
```



The following is a quantum chemistry calculation of a 2-piece molecular cluster, C4H13NO2 overall in a non-equilibrium geometry, from OMol25.

Results
SMILES = C[C@H](O)[C@@H](C)N.O
E_tot = -9943.89224 eV
E_HOMO = -9.302 eV
frontier orbital gap = 10.077 eV

ORCA input file:
```
! RIJCOSX wB97M-V def2-TZVPD def2/J DEFGRID3
* xyz 0 1
C -1.477 1.212 0.831
C -0.788 0.555 -0.379
C 0.018 -0.696 0.001
C -0.744 -1.722 0.841
O 1.248 -0.321 0.701
N 0.022 1.564 -1.082
H -0.968 0.945 1.747
H -2.512 0.881 0.919
H -1.462 2.258 0.688
H -1.551 0.213 -1.086
H 0.382 -1.150 -0.915
H -0.227 -2.673 0.722
H -1.777 -1.790 0.520
H -0.775 -1.372 1.871
H 0.984 -0.365 1.631
H 0.707 1.883 -0.400
H 0.584 1.072 -1.772
H 3.280 0.313 -2.010
H 2.435 -0.440 -0.939
O 2.619 -0.367 -1.888
*
```



The following is a quantum chemistry calculation of a 3-piece molecular cluster, C4H13NO2 overall in a non-equilibrium geometry, from OMol25.

Results
SMILES = C=CNCC.O.O
E_tot = -9942.34378 eV
E_HOMO = -8.340 eV
frontier orbital gap = 9.094 eV

ORCA input file:
```
! RIJCOSX wB97M-V def2-TZVPD def2/J DEFGRID3
* xyz 0 1
C 1.478 2.027 0.221
C 0.346 1.383 -0.116
N 0.434 0.198 -0.848
C -0.618 0.094 -1.907
C -1.551 -1.133 -1.873
H 1.298 2.911 0.817
H 2.520 1.772 0.020
H -0.677 1.772 -0.013
H 1.394 -0.097 -0.968
H -1.147 1.071 -2.005
H 0.121 0.127 -2.810
H -2.532 -0.850 -2.236
H -1.123 -1.793 -2.622
H -1.721 -1.438 -0.843
H -0.461 -1.660 2.124
H -0.672 -1.109 0.657
O -0.994 -1.723 1.329
H 1.717 -0.345 1.942
H 0.973 0.625 2.791
O 0.942 -0.301 2.517
*
```



The following is a quantum chemistry calculation of a 2-piece molecular cluster, C4H13NO2 overall in a non-equilibrium geometry, from OMol25.

Results
SMILES = CCNCCO.O
E_tot = -9940.63729 eV
E_HOMO = -9.133 eV
frontier orbital gap = 9.715 eV

ORCA input file:
```
! RIJCOSX wB97M-V def2-TZVPD def2/J DEFGRID3
* xyz 0 1
C 2.144 -0.016 1.115
C 0.960 -0.915 0.642
N -0.276 -0.272 0.346
C -0.010 0.605 -0.890
C 0.617 -0.324 -2.146
O 0.654 0.584 -3.362
H 2.172 1.084 1.046
H 3.124 -0.434 0.605
H 2.145 -0.105 2.373
H 0.752 -1.771 1.298
H 1.379 -1.179 -0.320
H -0.495 0.406 1.109
H 0.578 1.444 -0.463
H -0.952 1.148 -1.343
H 1.686 -0.751 -2.088
H -0.202 -1.034 -2.327
H 0.161 0.064 -4.061
H -4.265 0.045 2.525
H -5.114 1.248 2.875
O -5.061 0.172 3.064
*
```



The following is a quantum chemistry calculation of a 3-piece molecular cluster, C4H13NO2 overall in a non-equilibrium geometry, from OMol25.

Results
SMILES = C/C=C/CN.O.O
E_tot = -9942.73592 eV
E_HOMO = -8.874 eV
frontier orbital gap = 9.259 eV

ORCA input file:
```
! RIJCOSX wB97M-V def2-TZVPD def2/J DEFGRID3
* xyz 0 1
N 1.252 1.819 -0.502
C 0.086 1.047 -0.908
C -3.187 1.996 0.905
C -2.234 1.119 0.121
C -1.215 1.669 -0.518
H 2.076 1.376 -0.884
H 1.274 1.782 0.511
H 0.156 0.950 -1.991
H -0.022 -0.026 -0.677
H -3.238 1.628 1.930
H -4.225 1.970 0.539
H -2.905 3.033 0.820
H -2.303 0.047 0.278
H -1.223 2.740 -0.687
H 2.799 -5.348 -1.320
H 3.258 -4.235 -0.396
O 2.757 -4.391 -1.204
H 3.075 -2.405 1.512
H 1.602 -2.749 1.177
O 2.219 -2.022 1.297
*
```



The following is a quantum chemistry calculation of C4H13NO2 as an isolated structure in a non-equilibrium geometry, from OMol25.

Results
<S²> = 0.76
E_tot = -9929.76684 eV
E_HOMO (alpha / beta) = -12.679 / -12.651 eV
frontier orbital gap (alpha / beta) = 4.877 / 4.845 eV

ORCA input file:
```
! RIJCOSX wB97M-V def2-TZVPD def2/J DEFGRID3
* xyz 1 2
C 1.492 0.308 -0.520
N 0.641 -0.800 -0.126
C 0.320 1.193 2.446
C -1.831 -0.077 2.141
C -0.699 0.284 2.881
H 0.911 1.115 -1.042
H 2.401 0.032 -0.993
H 1.946 0.700 0.419
H -0.125 -0.538 0.486
H 1.124 1.338 3.147
H 0.286 1.778 1.595
H -2.431 -0.903 2.601
H -2.210 0.196 1.163
H -0.702 0.033 4.004
H 0.488 0.751 -3.872
H -0.306 -0.725 -3.154
O 0.384 0.263 -3.026
H -0.847 -2.075 -4.018
H 0.157 -1.213 -0.982
O -0.999 -1.660 -3.151
*
```



The following is a quantum chemistry calculation of a 2-piece molecular cluster, C4H13NO2 overall in a non-equilibrium geometry, from OMol25.

Results
<S²> = 0.75
E_tot = -9932.96422 eV
E_HOMO (alpha / beta) = -14.900 / -14.899 eV
frontier orbital gap (alpha / beta) = 11.363 / 6.252 eV

ORCA input file:
```
! RIJCOSX wB97M-V def2-TZVPD def2/J DEFGRID3
* xyz 1 2
C 1.517 -0.489 0.067
N 0.387 -1.424 0.048
C -0.977 -0.100 -1.660
C -0.946 -0.917 -0.414
C -1.254 -0.037 0.735
O -1.240 -0.836 1.952
H 2.318 -0.931 0.674
H 1.168 0.404 0.545
H 2.025 -0.431 -0.997
H 0.533 -2.356 -0.323
H -1.877 0.437 -1.675
H -0.839 -0.412 -2.756
H -0.152 0.580 -1.625
H -1.628 -1.889 -0.404
H -0.765 0.947 0.989
H -2.352 0.277 0.697
H -0.468 -1.312 1.952
H 1.928 2.422 1.333
H 0.940 2.872 0.179
O 1.680 3.195 0.683
*
```



The following is a quantum chemistry calculation of a 2-piece molecular cluster, C4H13NO2 overall in a non-equilibrium geometry, from OMol25.

Results
<S²> = 0.75
E_tot = -9933.61594 eV
E_HOMO (alpha / beta) = -15.397 / -15.302 eV
frontier orbital gap (alpha / beta) = 12.323 / 6.277 eV

ORCA input file:
```
! RIJCOSX wB97M-V def2-TZVPD def2/J DEFGRID3
* xyz 1 2
C -1.307 -1.609 -0.150
C -0.399 -0.334 -0.498
C 0.411 0.041 0.729
C -0.545 0.308 1.956
O 1.283 -1.030 1.109
N 0.580 -0.736 -1.523
H -1.065 -2.257 0.691
H -2.261 -1.110 0.018
H -1.317 -2.328 -0.980
H -1.166 0.350 -0.844
H 0.980 0.974 0.627
H -0.151 1.079 2.609
H -1.569 0.289 1.604
H -0.415 -0.603 2.545
H 0.925 -1.902 0.930
H 1.376 -1.063 -0.935
H 0.978 0.118 -1.963
H -0.568 2.824 -0.834
H -0.369 3.426 -2.105
O 0.163 2.936 -1.475
*
```